# C30H51ClIN6O4P

A cluster of 7 separate species, C30H51ClIN6O4P in total in a non-equilibrium geometry (the ωB97M-V functional and the def2-TZVPD basis, OMol25).

Results
Relative energy (zero: lowest compared OMol25 entry of this formula, charge and spin): 0.0 kcal/mol
SMILES string: CC(=O)OC(=O)C[PH2](Cl)CC(=O)I.CCCC#N.CCCC#N.CCCC#N.CCCC#N.CCCC#N.CCCC#N
LUMO level: 0.44 eV
Frontier orbital gap: 0.36350 Ha

The geometry in XYZ format:
```
94
C30H51ClIN6O4P, DFT the ωB97M-V functional and the def2-TZVPD basis
C 3.753 0.043 -0.661
C 2.373 0.138 -0.222
O 1.824 -0.573 0.602
O 1.672 1.113 -0.859
C 0.723 1.760 -0.091
O 1.071 2.402 0.881
C -0.646 1.626 -0.615
P -1.486 0.174 0.130
Cl -2.226 1.443 1.803
C -0.982 -1.007 -1.274
C -1.136 -2.481 -1.173
O -1.196 -3.199 -2.149
I -1.218 -3.515 0.725
H 4.152 0.982 -0.950
H 3.812 -0.653 -1.468
H 4.293 -0.358 0.165
H -1.179 2.517 -0.405
H -0.608 1.460 -1.666
H -2.820 -0.044 -0.177
H -0.802 -0.543 1.088
H 0.041 -0.837 -1.535
H -1.579 -0.774 -2.130
C -3.803 5.256 1.629
C -4.608 5.753 0.431
C -5.180 4.600 -0.402
C -4.131 3.780 -1.004
N -3.308 3.125 -1.461
H -2.931 4.683 1.312
H -3.452 6.096 2.227
H -4.410 4.613 2.266
H -3.985 6.390 -0.199
H -5.442 6.365 0.774
H -5.820 4.988 -1.196
H -5.791 3.959 0.224
C 3.365 -4.220 -3.198
C 2.248 -4.567 -2.219
C 2.264 -3.689 -0.964
C 3.467 -3.885 -0.167
N 4.414 -4.037 0.459
H 4.348 -4.394 -2.757
H 3.292 -4.829 -4.097
H 3.309 -3.172 -3.499
H 2.320 -5.616 -1.930
H 1.279 -4.438 -2.701
H 1.394 -3.903 -0.339
H 2.198 -2.637 -1.240
C -6.038 -2.524 6.399
C -4.854 -1.564 6.396
C -4.589 -0.944 5.019
C -4.197 -1.952 4.036
N -3.956 -2.753 3.250
H -5.855 -3.379 5.747
H -6.224 -2.907 7.402
H -6.947 -2.025 6.058
H -3.957 -2.081 6.739
H -5.038 -0.750 7.097
H -3.801 -0.202 5.073
H -5.479 -0.429 4.655
C 8.025 -2.898 -1.856
C 8.687 -2.509 -0.539
C 7.756 -1.695 0.366
C 7.407 -0.407 -0.221
N 7.119 0.597 -0.691
H 7.770 -2.017 -2.446
H 8.692 -3.517 -2.454
H 7.109 -3.463 -1.678
H 9.600 -1.944 -0.734
H 8.980 -3.407 0.005
H 8.224 -1.510 1.334
H 6.834 -2.244 0.555
C -7.166 -1.548 1.863
C -8.074 -0.657 1.023
C -7.291 0.283 0.097
C -6.485 1.246 0.842
N -5.832 1.985 1.427
H -6.543 -0.959 2.536
H -7.754 -2.231 2.472
H -6.504 -2.146 1.236
H -8.723 -0.068 1.672
H -8.723 -1.274 0.402
H -7.971 0.837 -0.550
H -6.630 -0.291 -0.553
C 4.959 4.720 -4.240
C 5.631 3.976 -3.090
C 5.931 2.511 -3.421
C 4.725 1.715 -3.620
N 3.779 1.072 -3.697
H 3.986 4.289 -4.475
H 4.805 5.767 -3.983
H 5.573 4.684 -5.141
H 5.001 4.025 -2.201
H 6.574 4.461 -2.838
H 6.493 2.043 -2.610
H 6.550 2.443 -4.317
```

These are the Mulliken partial charges, in e, on atoms 1 to 8: atom 1 (C): -0.932, atom 2 (C): 0.740, atom 3 (O): -0.590, atom 4 (O): -0.111, atom 5 (C): 0.268, atom 6 (O): -0.553, atom 7 (C): -0.388, atom 8 (P): 0.910